1.
Here is C31H37BrFeIN8O5P as an isolated structure in a non-equilibrium geometry from OMol25. Energies are from ωB97M-V/def2-TZVPD.

Computed properties:
**Expectation value of S²**: 0.76
**HOMO-LUMO gap (spin up / spin down)**: 8.4 / 5.6 eV
**Highest occupied orbital energy (spin up / spin down)**: -0.404 / -0.404 Ha
**Relative energy (zero: lowest compared OMol25 entry of this formula, charge and spin)**: 0.00 kJ/mol

```
! RIJCOSX wB97M-V def2-TZVPD def2/J DEFGRID3
* xyz 1 2
Fe 0.1343 -1.3996 0.2109
O 1.2411 -0.1513 6.9658
C 2.0948 -0.4211 6.1830
O 3.3379 -0.5632 6.1178
C 1.6413 -0.7610 4.6431
C 0.2916 -1.0303 4.5280
C -0.1904 -1.2734 3.2536
N 0.5887 -1.2499 2.1725
C 1.8940 -0.9902 2.3128
C 2.4758 -0.7434 3.5461
C 2.7213 -0.9649 1.0302
O 3.8887 -0.6283 1.1043
O 2.0607 -1.3067 -0.0120
H -0.3563 -1.0324 5.3910
H -1.2396 -1.4851 3.0931
H 3.5338 -0.5345 3.5870
N -1.3036 -1.3655 -3.5685
C 0.0094 -1.3987 -3.9883
C 0.7711 -1.4440 -2.8575
N -0.0604 -1.4437 -1.7721
C -1.2941 -1.3895 -2.2191
C -2.3316 -1.3765 -1.2092
N -1.9601 -1.4406 0.0569
C -3.1123 -1.3977 0.7918
C -4.1878 -1.3055 -0.0395
N -3.6732 -1.2922 -1.3138
H -2.1070 -1.3294 -4.1722
H 0.2724 -1.3821 -5.0307
H 1.8407 -1.4769 -2.7385
H -3.1160 -1.4403 1.8666
H -5.2438 -1.2576 0.1539
H -4.2126 -1.2393 -2.1608
O -0.0474 0.5985 0.1626
P 0.2259 2.0528 -0.0732
N -1.1243 2.7910 -0.7174
C -2.2334 2.9984 0.2318
C -3.3598 3.4798 -0.6659
C -3.2027 2.5854 -1.8934
C -1.6848 2.3721 -2.0165
N 0.5288 2.7956 1.3445
C 0.8921 4.2206 1.4328
C 0.5178 4.5918 2.8658
C 0.7413 3.2873 3.6282
C 0.2141 2.2285 2.6630
N 1.4890 2.4466 -1.0428
C 2.8654 2.1930 -0.5409
C 3.5223 1.3897 -1.6491
C 2.9107 2.0089 -2.9013
C 1.4516 2.2532 -2.5079
H -1.9512 3.7245 0.9931
H -2.5199 2.0633 0.7363
H -3.1999 4.5267 -0.9281
H -4.3377 3.3907 -0.1954
H -3.6291 3.0207 -2.7958
H -3.7044 1.6295 -1.7171
H -1.2576 2.9684 -2.8216
H -1.4609 1.3195 -2.2254
H 0.3546 4.8064 0.6851
H 1.9631 4.3505 1.2572
H -0.5361 4.8765 2.9162
H 1.1070 5.4239 3.2466
H 0.2360 3.2561 4.5922
H 1.8092 3.1311 3.7992
H -0.8656 2.0848 2.7873
H 0.7020 1.2659 2.7980
H 2.8572 1.6701 0.4144
H 3.3744 3.1512 -0.4016
H 3.2400 0.3424 -1.5462
H 4.6084 1.4513 -1.6159
H 2.9894 1.3764 -3.7856
H 3.3958 2.9593 -3.1325
H 0.8373 1.3887 -2.7721
H 1.0404 3.1335 -3.0024
Br -0.3505 -7.5003 1.1172
C -0.3076 -6.7716 -0.6223
C -0.5177 -7.6279 -1.6950
C -0.4926 -7.1391 -2.9897
C -0.2536 -5.7915 -3.2173
C -0.0448 -4.9344 -2.1503
C -0.0715 -5.4206 -0.8500
I 0.2678 -4.1146 0.7507
H -0.6968 -8.6767 -1.5048
H -0.6520 -7.8156 -3.8182
H -0.2153 -5.4070 -4.2279
H 0.1667 -3.8903 -2.3247
*
```

---

2.
Here is a 2-piece molecular cluster, C2H6O2Si overall in a non-equilibrium geometry from OMol25. Energies are from ωB97M-V/def2-TZVPD.

Computed properties:
**HOMO-LUMO gap**: 10.5 eV
**Highest occupied orbital energy**: -0.373 Ha
**Relative energy (zero: lowest compared OMol25 entry of this formula, charge and spin)**: 287.22 kJ/mol

```
! RIJCOSX wB97M-V def2-TZVPD def2/J DEFGRID3
* xyz 0 1
C -1.1017 0.7332 0.2231
C -0.6269 1.0879 -1.0718
O -1.5042 1.2997 1.1689
O -0.6275 -1.1013 0.5212
Si 0.9039 -1.3365 0.7367
H -0.6704 0.3495 -1.9660
H -0.8218 2.2116 -1.2090
H 0.3732 0.9253 -0.8205
H 1.5089 -0.2289 1.5308
H 1.7037 -1.2863 -0.4957
H 0.8629 -2.6541 1.3824
*
```

---

3.
Here is C41H59NOP3SiV as an isolated structure in a non-equilibrium geometry from OMol25. Energies are from ωB97M-V/def2-TZVPD.

Computed properties:
**Expectation value of S²**: 2.04
**HOMO-LUMO gap (spin up / spin down)**: 5.8 / 6.5 eV
**Highest occupied orbital energy (spin up / spin down)**: -0.187 / -0.214 Ha

```
! RIJCOSX wB97M-V def2-TZVPD def2/J DEFGRID3
* xyz 0 3
V 0.5429 0.1569 0.2772
C 0.8430 -1.6987 3.1145
C -0.0023 -2.7031 2.3085
C -1.2537 -3.1039 3.1085
P -0.2924 -2.0581 0.5411
C 0.5601 -3.4523 -0.4024
C 0.1416 -4.8805 -0.0395
C 0.4177 -3.2901 -1.9167
C -2.0573 -2.3605 0.0416
C -2.8466 -3.4712 0.3520
C -4.1624 -3.5467 -0.0900
C -4.7065 -2.5231 -0.8604
C -3.9176 -1.4366 -1.2122
C -2.5890 -1.3473 -0.7819
Si -1.3587 0.0180 -1.2294
C -0.9245 -0.2407 -3.0617
C -1.8193 -0.5596 -4.0932
C -1.4171 -0.5325 -5.4220
C -0.1140 -0.1573 -5.7423
C 0.7919 0.1481 -4.7351
C 0.4035 0.0801 -3.3911
P 1.4796 0.4635 -1.9375
C 1.7941 2.2923 -2.2331
C 2.8465 2.6668 -3.2765
C 2.0416 3.0592 -0.9240
C 3.0585 -0.4843 -2.1598
C 4.1909 0.1531 -1.3368
C 3.5368 -0.8234 -3.5653
C -2.2905 1.6788 -1.2398
C -2.9891 2.2782 -2.2952
C -3.5312 3.5524 -2.1586
C -3.3646 4.2521 -0.9679
C -2.6826 3.6732 0.0953
C -2.1534 2.3899 -0.0294
P -1.3033 1.4411 1.3063
C -0.7986 2.8003 2.4823
C 0.3640 2.3731 3.3875
C -1.8786 3.4973 3.3294
C -2.7505 0.5332 2.1213
C -2.6250 0.3611 3.6441
C -4.1444 1.0491 1.7733
H 0.8237 -1.9531 4.1780
H 0.4851 -0.6775 3.0069
H 1.8843 -1.6979 2.7969
H 0.6159 -3.5829 2.1760
H -2.0757 -2.3963 2.9865
H -1.0066 -3.1416 4.1748
H -1.6250 -4.0896 2.8325
H 1.6105 -3.3135 -0.1272
H -0.8631 -5.0922 -0.4136
H 0.1613 -5.0892 1.0338
H 0.8192 -5.5931 -0.5231
H -0.6272 -3.4221 -2.2197
H 1.0155 -4.0444 -2.4429
H 0.7286 -2.3106 -2.2648
H -2.4572 -4.2863 0.9458
H -4.7666 -4.4083 0.1755
H -5.7406 -2.5785 -1.1859
H -4.3442 -0.6375 -1.8162
H -2.8444 -0.8413 -3.8509
H -2.1162 -0.7934 -6.2117
H 0.2000 -0.1095 -6.7783
H 1.7993 0.4274 -5.0158
H 0.8234 2.6041 -2.6182
H 3.8546 2.4218 -2.9391
H 2.8151 3.7487 -3.4456
H 2.6792 2.1843 -4.2423
H 3.0156 2.8093 -0.4930
H 1.2786 2.8487 -0.1728
H 2.0247 4.1376 -1.1152
H 2.7969 -1.4260 -1.6729
H 4.6696 0.9670 -1.8854
H 4.9622 -0.5921 -1.1275
H 3.8514 0.5486 -0.3829
H 3.8210 0.0704 -4.1294
H 2.7946 -1.3793 -4.1371
H 4.4300 -1.4527 -3.4783
H -3.0804 1.7587 -3.2467
H -4.0601 4.0124 -2.9865
H -3.7646 5.2551 -0.8650
H -2.5593 4.2496 1.0055
H -0.4100 3.5263 1.7671
H 0.0036 1.7517 4.2129
H 0.8506 3.2509 3.8294
H 1.1153 1.8045 2.8490
H -1.9816 3.0081 4.2969
H -2.8666 3.5272 2.8689
H -1.5733 4.5286 3.5274
H -2.6632 -0.4503 1.6740
H -2.9717 1.2517 4.1675
H -1.6142 0.1417 3.9813
H -3.2603 -0.4677 3.9696
H -4.3132 2.0617 2.1485
H -4.8888 0.3925 2.2388
H -4.3288 1.0530 0.6977
O 2.0451 0.3462 1.1943
N 3.2698 0.2386 1.8270
C 3.7673 -1.0297 2.0833
C 4.8327 -1.1689 2.9162
C 5.4481 -0.0460 3.5200
C 4.9422 1.2352 3.1752
C 3.8765 1.3735 2.3423
H 3.2834 -1.8380 1.5538
H 5.2147 -2.1704 3.0843
H 6.2854 -0.1586 4.1955
H 5.4085 2.1377 3.5498
H 3.4596 2.3175 2.0238
*
```

---

4.
Here is C28H31N6O2ReS3 as an isolated structure in a non-equilibrium geometry from OMol25. Energies are from ωB97M-V/def2-TZVPD.

Computed properties:
**Expectation value of S²**: 3.78
**HOMO-LUMO gap (spin up / spin down)**: 6.4 / 5.6 eV
**Highest occupied orbital energy (spin up / spin down)**: -0.584 / -0.585 Ha

```
! RIJCOSX wB97M-V def2-TZVPD def2/J DEFGRID3
* xyz 3 4
Re 0.3184 0.2364 0.2972
C -4.0089 0.9029 0.6883
C -2.6230 0.5949 0.2443
N -1.5922 0.7400 1.0074
N -1.7404 1.1366 2.3166
C -0.6576 1.1782 3.1289
N -0.8643 1.4710 4.3946
S 0.9355 0.8977 2.5593
C -2.3027 0.0329 -1.0881
C -3.2565 -0.2852 -2.0205
C -2.8625 -0.8885 -3.2179
C -1.5288 -1.1553 -3.4339
C -0.6060 -0.8124 -2.4543
N -0.9815 -0.2254 -1.3139
H -4.0437 1.8513 1.2284
H -4.3830 0.1074 1.3419
H -4.6928 0.9883 -0.1492
H -2.6772 1.1942 2.6924
H -1.7778 1.6612 4.7813
H -0.0842 1.4891 5.0363
H -4.3020 -0.0886 -1.8356
H -3.6058 -1.1490 -3.9603
H -1.1864 -1.6315 -4.3421
H 0.4480 -1.0182 -2.5704
S 2.5719 -0.1334 -0.4008
C 3.2940 1.4344 -0.3281
N 4.5517 1.6009 -0.1055
C 5.1317 2.9568 -0.0288
C 4.4515 3.8550 -1.0139
N 2.9864 3.7935 -0.8166
C 2.2288 5.0456 -1.1194
C 2.0114 5.2066 -2.6043
C 0.7643 4.9457 -3.1619
C 0.5610 5.1197 -4.5234
C 1.6032 5.5476 -5.3321
C 2.8473 5.8193 -4.7787
C 3.0492 5.6562 -3.4179
C 2.4232 2.6556 -0.5572
S 0.7256 2.4828 -0.5247
C 5.5355 0.5079 0.1086
C 6.4770 0.4517 -1.0726
C 5.9805 0.3807 -2.3713
C 6.8554 0.3065 -3.4441
C 8.2264 0.2971 -3.2200
C 8.7209 0.3656 -1.9274
C 7.8465 0.4503 -0.8510
H 6.1896 2.8758 -0.2713
H 5.0307 3.3108 0.9992
H 4.6744 3.5664 -2.0433
H 4.7730 4.8824 -0.8683
H 2.8283 5.8596 -0.7161
H 1.2873 5.0103 -0.5786
H -0.0610 4.6427 -2.5276
H -0.4168 4.9395 -4.9506
H 1.4403 5.6948 -6.3917
H 3.6519 6.1840 -5.4035
H 4.0101 5.9239 -2.9909
H 5.0072 -0.4257 0.2767
H 6.0819 0.7664 1.0164
H 4.9089 0.3612 -2.5551
H 6.4710 0.2443 -4.4539
H 8.9092 0.2325 -4.0564
H 9.7886 0.3550 -1.7527
H 8.2382 0.5035 0.1589
C 0.0670 -3.8882 1.1122
C 0.2550 -2.4848 0.6601
O 0.9057 -2.1747 -0.3521
O -0.3009 -1.5109 1.3243
H 0.9339 -4.4838 0.8391
H -0.8033 -4.3027 0.5976
H -0.1162 -3.9300 2.1828
*
```

---

5.
Here is one molecule with the formula C3H4N2 in a non-equilibrium geometry from OMol25. Energies are from ωB97M-V/def2-TZVPD.

Computed properties:
**HOMO-LUMO gap**: 11.0 eV
**Highest occupied orbital energy**: -0.377 Ha
**Relative energy (zero: lowest compared OMol25 entry of this formula, charge and spin)**: 328.62 kJ/mol
**SMILES**: N#C[C@H]1CN1

```
! RIJCOSX wB97M-V def2-TZVPD def2/J DEFGRID3
* xyz 0 1
N -2.2287 0.0273 -0.2383
C -1.1715 -0.0234 0.1428
C 0.2463 -0.2927 0.4065
C 1.3570 -0.5605 -0.2577
N 1.0673 0.8398 -0.1447
H 0.3250 -0.6395 1.5037
H 1.5251 -0.9559 -1.4002
H 2.1754 -0.8135 0.3888
H 1.5135 1.5989 0.4396
*
```

---

6.
Here is one molecule with the formula C4H8O in a non-equilibrium geometry from OMol25. Energies are from ωB97M-V/def2-TZVPD.

Computed properties:
**HOMO-LUMO gap**: 11.2 eV
**Highest occupied orbital energy**: -0.369 Ha
**Relative energy (zero: lowest compared OMol25 entry of this formula, charge and spin)**: 137.50 kJ/mol
**SMILES**: OC1CCC1

```
! RIJCOSX wB97M-V def2-TZVPD def2/J DEFGRID3
* xyz 0 1
O -1.5265 -0.9484 -1.0781
C -0.9197 -0.1242 -0.1203
C 0.3488 -0.8166 0.5076
C 0.9506 0.5919 0.5178
C -0.0356 1.0308 -0.5827
H -0.9437 -1.6541 -0.7912
H -1.6387 0.1658 0.6568
H 0.9062 -1.4742 -0.1944
H 0.2482 -1.3762 1.4460
H 2.0130 0.6807 0.3121
H 0.6973 1.0637 1.4673
H 0.3404 0.8156 -1.5901
H -0.4403 2.0451 -0.5509
*
```

---

7.
Here is C2H6AgO3 as an isolated structure from OMol25. Energies are from ωB97M-V/def2-TZVPD.

Computed properties:
**HOMO-LUMO gap**: 8.8 eV
**Highest occupied orbital energy**: -0.536 Ha
**Relative energy (zero: lowest compared OMol25 entry of this formula, charge and spin)**: 0.00 kJ/mol

```
! RIJCOSX wB97M-V def2-TZVPD def2/J DEFGRID3
* xyz 1 1
C -0.3924 -2.0123 0.1137
O 0.6441 -1.0167 0.1398
C 0.4862 0.1259 -0.5061
O 1.3203 1.0023 -0.3597
Ag 2.8411 -0.0961 1.0372
H 0.0757 -2.9594 -0.1675
H -0.8196 -2.0751 1.1191
H -1.1647 -1.7360 -0.6129
H -0.3404 0.1665 -1.2329
O -1.1402 2.7920 -0.1336
H -1.2819 2.6755 0.8111
H -0.2282 3.1334 -0.2082
*
```

---

8.
Here is a 5-piece molecular cluster, C15H23BBrCl12N2O9PS overall in a non-equilibrium geometry from OMol25. Energies are from ωB97M-V/def2-TZVPD.

Computed properties:
**HOMO-LUMO gap**: 7.5 eV
**Highest occupied orbital energy**: -0.327 Ha
**SMILES**: COB(O)[C@@]1(P(N)O)CC[C@@](CC(=O)Br)(N(C(C)=O)C(C)=O)S(=O)(=O)O1.ClC(Cl)Cl.ClC(Cl)Cl.ClC(Cl)Cl.ClC(Cl)Cl

```
! RIJCOSX wB97M-V def2-TZVPD def2/J DEFGRID3
* xyz 0 1
C 4.4884 1.4582 -0.7947
O 3.2845 1.2785 -1.6666
B 2.3319 2.4021 -1.4206
O 2.4170 3.5873 -2.3157
C 1.2424 2.2908 -0.1486
P 1.7386 3.7728 1.0166
N 0.3790 4.9021 1.2420
O 2.1719 3.0737 2.5906
C -0.2378 2.4688 -0.8226
C -1.4858 1.9389 0.1590
C -1.4200 0.3427 0.4951
C -1.5664 0.0914 2.1395
C -0.4547 0.8813 3.0518
O -0.5956 2.1538 3.5211
Br 1.2820 0.0344 3.7209
N -2.3077 -0.5632 -0.2826
C -3.3898 -1.2526 0.4953
C -4.7564 -0.6036 1.1231
O -3.1933 -2.5766 0.7526
C -2.7022 -0.1227 -1.6525
C -4.1321 0.7034 -1.9331
O -2.0398 -0.3958 -2.8125
S 0.3719 -0.1976 0.1048
O 0.6002 -0.5627 -1.3838
O 0.5983 -1.5617 0.8688
O 1.5030 1.0068 0.5052
H 4.9416 0.3878 -0.5228
H 5.3157 2.1417 -1.3115
H 4.2180 1.9664 0.2324
H 3.2356 4.0998 -1.9852
H 0.0797 5.3744 0.3615
H -0.4170 4.4940 1.7783
H 2.2376 3.8521 3.2192
H -0.4361 3.6357 -0.9743
H -0.3286 1.9492 -1.8671
H -2.4656 2.3103 -0.3757
H -1.3949 2.6481 1.1161
H -2.6240 0.4634 2.5515
H -1.4270 -1.0592 2.4293
H -4.7993 0.5755 0.9407
H -5.7541 -1.1143 0.7779
H -4.7134 -0.7143 2.3110
H -4.2425 1.0484 -3.0498
H -4.3476 1.5309 -1.1368
H -4.9769 -0.1253 -1.7728
Cl -7.1305 -4.5895 1.3141
C -5.5913 -5.2495 0.7356
Cl -4.6788 -5.9656 2.0749
Cl -5.8685 -6.4481 -0.5396
H -5.0015 -4.4305 0.3161
Cl 8.3926 2.8401 -2.2026
C 8.0552 1.2058 -2.7984
Cl 8.0107 0.0509 -1.4555
Cl 6.5284 1.1742 -3.6970
H 8.8604 0.9137 -3.4773
Cl -1.1856 -4.1109 3.4769
C -2.0261 -5.2636 4.5278
Cl -0.9973 -6.6673 4.8600
Cl -2.5192 -4.4819 6.0396
H -2.9244 -5.6097 4.0103
Cl 4.4350 -1.5517 -6.0710
C 4.2800 -2.2244 -4.4392
Cl 3.9454 -3.9627 -4.5120
Cl 5.7470 -1.9122 -3.4957
H 3.4399 -1.7325 -3.9424
*
```